Arrangement 1

The following is a quantum chemistry calculation of the ion C2H6N3O3 with charge +1, from the OMol25 dataset.

Values from the calculation:
**Molar mass**: 120.1 g mol⁻¹
**Charge**: +1
**Spin multiplicity**: 1
**SMILES**: CO/C(=N\[NH3+])[N+](=O)[O-]
**HOMO**: -0.560 Ha
**HOMO-LUMO gap**: 11.13 eV

Last column: natural (NBO) charge in e.
Cartesian coordinates (Å):
C (-0.35, 1.19, 1.70)  -0.27
O (-0.62, 0.41, 0.53)  -0.47
C (0.31, -0.06, -0.24)  0.64
N (0.20, -0.78, -1.27)  -0.37
N (-1.10, -1.17, -1.78)  -0.54
N (1.93, 0.03, 0.19)  0.55
O (2.61, 0.58, -0.59)  -0.26
O (2.13, -0.49, 1.23)  -0.30
H (-1.26, 1.14, 2.29)  0.23
H (-0.15, 2.22, 1.42)  0.22
H (0.48, 0.78, 2.28)  0.23
H (-1.80, -1.34, -1.03)  0.44
H (-1.46, -0.47, -2.44)  0.45
H (-0.93, -2.05, -2.30)  0.46

***

Arrangement 2

The following is a quantum chemistry calculation of a cluster of 2 separate species, C2H6N3O3 in total, from the OMol25 dataset.

Values from the calculation:
**Molar mass**: 120.1 g mol⁻¹
**Charge**: +1
**Spin multiplicity**: 1
**HOMO**: -0.554 Ha
**HOMO-LUMO gap**: 11.49 eV

Last column: natural (NBO) charge in e.
Cartesian coordinates (Å):
C (1.45, -0.12, 0.03)  0.86
C (3.94, -0.21, 0.06)  -0.23
N (0.36, -0.09, 0.38)  -0.49
N (-2.80, 0.07, -0.28)  0.65
N (-4.09, 0.33, -0.10)  -0.59
O (-2.16, -0.10, 0.73)  -0.44
O (-2.38, 0.10, -1.44)  -0.35
O (2.58, 0.04, -0.50)  -0.44
H (4.55, -0.22, -0.89)  0.24
H (4.03, -1.08, 0.66)  0.22
H (4.29, 0.64, 0.58)  0.22
H (-4.22, 0.70, 0.85)  0.42
H (-4.85, 0.24, -0.76)  0.45
H (-0.70, -0.29, 0.67)  0.48

***

Arrangement 3

The following is a quantum chemistry calculation of a structure of composition C2H6N3O3, from the OMol25 dataset.

Values from the calculation:
**Molar mass**: 120.1 g mol⁻¹
**Charge**: +1
**Spin multiplicity**: 1
**HOMO**: -0.545 Ha
**HOMO-LUMO gap**: 9.43 eV

Last column: natural (NBO) charge in e.
Cartesian coordinates (Å):
C (-0.27, 0.27, -0.67)  0.79
C (-0.86, -0.84, 1.43)  -0.44
N (-0.64, 0.96, -1.73)  -0.76
N (2.47, 0.08, 0.02)  0.82
N (-1.09, 0.11, 0.35)  -0.57
O (2.40, 1.12, 0.47)  -0.15
O (3.13, -0.82, -0.08)  -0.09
O (0.96, -0.20, -0.78)  -0.62
H (-0.87, -1.82, 0.89)  0.23
H (-1.66, -0.92, 2.14)  0.25
H (0.06, -0.66, 2.12)  0.23
H (-1.63, 1.30, -1.94)  0.44
H (0.07, 1.03, -2.56)  0.45
H (-2.08, 0.39, 0.34)  0.43

***

Relative energies with respect to the most stable structure, expressed in kJ/mol: arrangement 1 81.0; arrangement 2 48.7; arrangement 3 0.0.

***

Arrangement 1

The following is a quantum chemistry calculation of a cluster of 2 separate species, C3H9NO2 in total, from the OMol25 dataset.

Values from the calculation:
**Molar mass**: 91.1 g mol⁻¹
**Charge**: 0
**Spin multiplicity**: 1
**SMILES**: CNC(C)=O.O
**HOMO**: -0.348 Ha
**HOMO-LUMO gap**: 10.19 eV

Last column: natural (NBO) charge in e.
Cartesian coordinates (Å):
C (-1.49, 0.45, 1.13)  -0.43
N (-0.92, 0.89, -0.13)  -0.66
C (0.48, 0.86, -0.36)  0.67
C (1.29, 0.11, 0.58)  -0.75
O (0.82, 1.38, -1.39)  -0.61
H (-1.29, 1.22, 2.02)  0.18
H (-1.03, -0.49, 1.53)  0.21
H (-2.63, 0.43, 1.13)  0.22
H (-1.47, 1.33, -0.90)  0.42
H (2.09, -0.05, -0.08)  0.25
H (1.74, 0.77, 1.42)  0.25
H (0.97, -0.84, 0.92)  0.25
O (-0.04, -2.88, -0.11)  -0.94
H (-0.34, -1.97, -0.36)  0.47
H (0.49, -3.18, -0.86)  0.47

***

Arrangement 2

The following is a quantum chemistry calculation of a cluster of 2 separate species, C3H9NO2 in total, from the OMol25 dataset.

Values from the calculation:
**Molar mass**: 91.1 g mol⁻¹
**Charge**: 0
**Spin multiplicity**: 1
**SMILES**: CCC(N)=O.O
**HOMO**: -0.387 Ha
**HOMO-LUMO gap**: 11.31 eV

Last column: natural (NBO) charge in e.
Cartesian coordinates (Å):
C (1.28, -0.80, -0.42)  -0.58
C (0.25, -0.79, 0.87)  -0.52
C (-0.93, 0.13, 0.66)  0.70
N (-2.15, -0.48, 1.14)  -0.82
O (-0.95, 1.07, -0.08)  -0.61
H (1.47, 0.21, -0.56)  0.23
H (2.17, -1.43, -0.30)  0.21
H (0.62, -1.13, -1.18)  0.21
H (0.80, -0.40, 1.72)  0.23
H (-0.03, -1.88, 0.96)  0.22
H (-2.13, -1.05, 1.96)  0.38
H (-2.55, 0.39, 1.30)  0.38
O (0.90, 1.79, -2.19)  -0.97
H (0.99, 2.72, -2.39)  0.47
H (0.25, 1.65, -1.49)  0.50

***

Arrangement 3

The following is a quantum chemistry calculation of a cluster of 2 separate species, C3H9NO2 in total, from the OMol25 dataset.

Values from the calculation:
**Molar mass**: 91.1 g mol⁻¹
**Charge**: 0
**Spin multiplicity**: 1
**SMILES**: CC(N)=O.CO
**HOMO**: -0.353 Ha
**HOMO-LUMO gap**: 10.47 eV

Last column: natural (NBO) charge in e.
Cartesian coordinates (Å):
C (-2.44, 1.14, -0.93)  -0.72
C (-1.16, 0.59, -0.39)  0.69
N (-1.19, -0.06, 0.81)  -0.83
O (-0.07, 0.78, -0.92)  -0.65
H (-2.17, 1.63, -1.86)  0.25
H (-2.91, 1.85, -0.25)  0.23
H (-3.19, 0.34, -1.04)  0.23
H (-0.31, -0.48, 1.06)  0.42
H (-1.95, -0.16, 1.47)  0.40
C (2.86, -0.99, 0.55)  -0.25
O (1.58, -1.07, -0.01)  -0.78
H (3.63, -1.54, -0.06)  0.15
H (2.82, -1.76, 1.35)  0.18
H (3.19, 0.02, 0.78)  0.17
H (1.31, -0.30, -0.57)  0.51

***

Relative energies with respect to the most stable structure, expressed in kJ/mol: arrangement 1 46.6; arrangement 2 29.9; arrangement 3 0.0.

***

Arrangement 1

The following is a quantum chemistry calculation of a cluster of 2 separate species, C3H9NO2 in total, from the OMol25 dataset.

Values from the calculation:
**Molar mass**: 91.1 g mol⁻¹
**Charge**: 0
**Spin multiplicity**: 1
**SMILES**: CCC(N)=O.O
**HOMO**: -0.369 Ha
**HOMO-LUMO gap**: 10.67 eV

Last column: natural (NBO) charge in e.
Cartesian coordinates (Å):
C (0.65, -0.95, 1.43)  -0.63
C (1.17, -0.13, 0.21)  -0.51
C (0.15, 0.97, -0.11)  0.68
N (0.00, 1.89, 0.90)  -0.85
O (-0.30, 1.13, -1.21)  -0.58
H (-0.38, -0.71, 1.69)  0.21
H (0.62, -2.03, 1.27)  0.23
H (1.24, -0.74, 2.33)  0.21
H (1.18, -0.76, -0.67)  0.23
H (2.15, 0.26, 0.43)  0.23
H (0.37, 1.64, 1.81)  0.38
H (-0.02, 2.87, 0.67)  0.41
O (-1.43, -2.18, -1.46)  -0.94
H (-0.84, -1.47, -1.19)  0.48
H (-1.93, -2.50, -0.71)  0.47

***

Arrangement 2

The following is a quantum chemistry calculation of a cluster of 2 separate species, C3H9NO2 in total, from the OMol25 dataset.

Values from the calculation:
**Molar mass**: 91.1 g mol⁻¹
**Charge**: 0
**Spin multiplicity**: 1
**SMILES**: CNC(C)=O.O
**HOMO**: -0.353 Ha
**HOMO-LUMO gap**: 10.42 eV

Last column: natural (NBO) charge in e.
Cartesian coordinates (Å):
C (-1.68, -1.53, 0.74)  -0.41
N (-0.78, -0.36, 0.86)  -0.68
C (0.14, -0.12, -0.15)  0.71
C (1.29, -1.15, -0.25)  -0.72
O (0.21, 0.92, -0.75)  -0.60
H (-1.79, -1.70, -0.33)  0.19
H (-2.64, -1.18, 1.10)  0.22
H (-1.25, -2.43, 1.17)  0.20
H (-1.04, 0.46, 1.38)  0.40
H (1.22, -1.91, 0.52)  0.22
H (1.24, -1.65, -1.22)  0.23
H (2.17, -0.52, -0.17)  0.25
O (1.29, 3.79, -0.76)  -0.95
H (0.57, 4.41, -0.93)  0.46
H (1.04, 2.96, -1.20)  0.49

***

Relative energies with respect to the most stable structure, expressed in kJ/mol: arrangement 1 0.0; arrangement 2 43.6.

***

Arrangement 1

The following is a quantum chemistry calculation of a cluster of 3 separate species, C3H9NO2 in total, from the OMol25 dataset.

Values from the calculation:
**Molar mass**: 91.1 g mol⁻¹
**Charge**: 0
**Spin multiplicity**: 1
**SMILES**: C=CN=C.O.O
**HOMO**: -0.304 Ha
**HOMO-LUMO gap**: 8.82 eV

Last column: natural (NBO) charge in e.
Cartesian coordinates (Å):
C (-2.07, 1.42, -0.17)  -0.44
C (-0.81, 0.89, -0.39)  -0.06
N (-0.55, -0.53, -0.46)  -0.44
C (0.53, -1.11, -0.18)  0.01
H (-2.84, 0.52, -0.02)  0.22
H (-2.20, 2.43, -0.28)  0.20
H (-0.23, 1.49, -0.96)  0.18
H (1.20, -0.89, 0.70)  0.15
H (0.78, -2.01, -0.82)  0.19
O (0.79, -4.65, -0.17)  -0.95
H (1.12, -5.11, 0.62)  0.47
H (0.83, -5.36, -0.98)  0.48
O (1.10, 4.39, 1.44)  -0.95
H (1.85, 4.71, 0.87)  0.47
H (0.50, 3.81, 0.82)  0.48

***

Arrangement 2

The following is a quantum chemistry calculation of a cluster of 2 separate species, C3H9NO2 in total, from the OMol25 dataset.

Values from the calculation:
**Molar mass**: 91.1 g mol⁻¹
**Charge**: 0
**Spin multiplicity**: 1
**SMILES**: CC(=O)O.CN
**HOMO**: -0.349 Ha
**HOMO-LUMO gap**: 10.38 eV

Last column: natural (NBO) charge in e.
Cartesian coordinates (Å):
C (2.45, -1.27, 0.73)  -0.72
C (1.38, -0.57, -0.06)  0.81
O (1.31, 0.15, -0.96)  -0.56
O (0.22, -1.10, 0.51)  -0.72
H (2.82, -0.68, 1.63)  0.24
H (3.31, -1.19, 0.05)  0.23
H (2.30, -2.14, 1.14)  0.23
H (-0.45, -1.01, -0.24)  0.48
C (-2.19, 1.33, -0.86)  -0.43
N (-2.60, 1.20, 0.58)  -0.82
H (-1.19, 0.89, -1.08)  0.19
H (-2.08, 2.43, -1.33)  0.17
H (-2.90, 0.74, -1.41)  0.19
H (-2.19, 1.94, 1.14)  0.35
H (-3.52, 1.39, 0.68)  0.34

***

Relative energies with respect to the most stable structure, expressed in kJ/mol: arrangement 1 231.6; arrangement 2 0.0.

***

Arrangement 1

The following is a quantum chemistry calculation of a cluster of 2 separate species, C3H9NO2 in total, from the OMol25 dataset.

Values from the calculation:
**Molar mass**: 91.1 g mol⁻¹
**Charge**: 0
**Spin multiplicity**: 1
**SMILES**: CC(=O)O.CN
**HOMO**: -0.312 Ha
**HOMO-LUMO gap**: 9.32 eV

Last column: natural (NBO) charge in e.
Cartesian coordinates (Å):
C (-2.69, -0.83, 0.96)  -0.73
C (-1.31, -0.48, 0.60)  0.79
O (-0.89, 0.15, -0.33)  -0.59
O (-0.42, -0.77, 1.62)  -0.71
H (-3.44, -0.46, 0.28)  0.24
H (-3.00, -0.44, 1.97)  0.25
H (-2.73, -1.92, 1.05)  0.24
H (0.49, -0.61, 1.29)  0.51
C (3.11, 0.89, -1.49)  -0.41
N (1.71, 0.89, -1.13)  -0.88
H (3.29, -0.08, -2.03)  0.19
H (3.73, 0.93, -0.59)  0.19
H (3.25, 1.73, -2.22)  0.17
H (1.27, 1.73, -0.80)  0.36
H (1.05, 0.45, -1.75)  0.37

***

Arrangement 2

The following is a quantum chemistry calculation of a cluster of 2 separate species, C3H9NO2 in total, from the OMol25 dataset.

Values from the calculation:
**Molar mass**: 91.1 g mol⁻¹
**Charge**: 0
**Spin multiplicity**: 1
**SMILES**: CN(C)C=O.O
**HOMO**: -0.356 Ha
**HOMO-LUMO gap**: 10.53 eV

Last column: natural (NBO) charge in e.
Cartesian coordinates (Å):
C (-0.36, 1.51, 0.34)  -0.44
N (-0.96, 0.20, 0.13)  -0.43
C (-1.93, 0.09, -0.96)  -0.39
C (-0.19, -0.80, 0.62)  0.55
O (0.79, -0.63, 1.33)  -0.65
H (0.61, 1.74, -0.26)  0.22
H (-1.18, 2.27, -0.02)  0.19
H (-0.18, 1.66, 1.44)  0.23
H (-1.60, 0.37, -1.93)  0.20
H (-2.28, -0.88, -0.87)  0.21
H (-2.69, 0.76, -0.64)  0.20
H (-0.64, -1.81, 0.44)  0.11
O (2.31, -0.42, -1.04)  -0.97
H (2.65, -1.30, -1.31)  0.46
H (2.14, -0.53, -0.09)  0.49

***

Arrangement 3

The following is a quantum chemistry calculation of a cluster of 2 separate species, C3H9NO2 in total, from the OMol25 dataset.

Values from the calculation:
**Molar mass**: 91.1 g mol⁻¹
**Charge**: 0
**Spin multiplicity**: 1
**SMILES**: CC(N)=O.CO
**HOMO**: -0.353 Ha
**HOMO-LUMO gap**: 10.19 eV

Last column: natural (NBO) charge in e.
Cartesian coordinates (Å):
C (0.31, -0.43, -2.07)  -0.73
C (-0.22, -1.64, -1.34)  0.68
N (-0.13, -1.61, 0.04)  -0.84
O (-0.60, -2.64, -1.92)  -0.61
H (1.40, -0.49, -2.06)  0.23
H (0.04, 0.58, -1.81)  0.23
H (0.04, -0.58, -3.12)  0.24
H (-0.67, -2.38, 0.41)  0.39
H (-0.24, -0.70, 0.48)  0.40
C (-0.12, 1.58, 2.28)  -0.25
O (0.02, 1.47, 0.83)  -0.76
H (-0.48, 0.61, 2.60)  0.18
H (-0.84, 2.37, 2.46)  0.18
H (0.86, 1.73, 2.73)  0.18
H (0.63, 2.14, 0.49)  0.47

***

Arrangement 4

The following is a quantum chemistry calculation of a cluster of 3 separate species, C3H9NO2 in total, from the OMol25 dataset.

Values from the calculation:
**Molar mass**: 91.1 g mol⁻¹
**Charge**: 0
**Spin multiplicity**: 1
**HOMO**: -0.359 Ha
**HOMO-LUMO gap**: 8.47 eV

Last column: natural (NBO) charge in e.
Cartesian coordinates (Å):
C (0.20, -0.74, -1.71)  -0.74
C (-0.80, 0.25, -1.22)  0.13
N (-0.30, 2.73, 0.38)  -1.05
H (-0.30, -1.71, -1.71)  0.24
H (0.49, -0.46, -2.72)  0.23
H (0.98, -0.71, -0.94)  0.33
H (-0.82, 1.23, -1.69)  0.19
H (-1.70, 0.05, -0.66)  0.24
H (0.61, 2.35, 0.16)  0.36
H (-0.67, 1.93, 0.89)  0.38
H (-0.84, 2.80, -0.47)  0.33
O (-0.49, -0.10, 0.78)  -0.72
C (0.18, -1.14, 1.13)  0.63
O (1.36, -1.37, 0.91)  -0.63
H (-0.46, -1.93, 1.59)  0.08

***

Relative energies with respect to the most stable structure, expressed in kJ/mol: arrangement 1 14.7; arrangement 2 39.4; arrangement 3 0.0; arrangement 4 312.6.

***

Arrangement 1

The following is a quantum chemistry calculation of an isolated molecule of C2HN3O3, from the OMol25 dataset.

Values from the calculation:
**Molar mass**: 115.0 g mol⁻¹
**Charge**: 0
**Spin multiplicity**: 1
**SMILES**: O=C(O)c1nnon1
**HOMO**: -0.438 Ha
**HOMO-LUMO gap**: 10.86 eV

Last column: natural (NBO) charge in e.
Cartesian coordinates (Å):
O (-2.06, -0.65, -0.68)  -0.52
C (-0.99, -0.01, -0.55)  0.74
O (-0.71, 1.00, -1.59)  -0.68
C (0.28, 0.02, 0.25)  0.17
N (0.06, -0.39, 1.73)  -0.15
N (1.30, -0.60, 2.07)  0.15
O (2.25, -0.22, 1.01)  -0.18
N (1.41, 0.33, -0.02)  -0.04
H (-1.55, 0.52, -2.23)  0.50

***

Arrangement 2

The following is a quantum chemistry calculation of an isolated molecule of C2HN3O3, from the OMol25 dataset.

Values from the calculation:
**Molar mass**: 115.0 g mol⁻¹
**Charge**: 0
**Spin multiplicity**: 1
**SMILES**: O=CN=C=NON=O
**HOMO**: -0.375 Ha
**HOMO-LUMO gap**: 9.43 eV

Last column: natural (NBO) charge in e.
Cartesian coordinates (Å):
O (0.61, -1.35, -2.18)  -0.50
C (-0.23, -0.52, -2.05)  0.54
N (-0.28, 0.41, -1.01)  -0.59
C (-0.06, 0.16, 0.17)  0.69
N (-0.11, -0.62, 1.13)  -0.26
O (0.19, -0.30, 2.40)  -0.11
N (0.50, 0.95, 2.62)  0.39
O (0.48, 1.65, 1.63)  -0.30
H (-1.10, -0.39, -2.71)  0.13

***

Arrangement 3

The following is a quantum chemistry calculation of an isolated molecule of C2HN3O3, from the OMol25 dataset.

Values from the calculation:
**Molar mass**: 115.0 g mol⁻¹
**Charge**: 0
**Spin multiplicity**: 1
**SMILES**: O=c1onnnc1O
**HOMO**: -0.388 Ha
**HOMO-LUMO gap**: 9.64 eV

Last column: natural (NBO) charge in e.
Cartesian coordinates (Å):
O (-1.48, 1.66, -0.06)  -0.50
C (-0.43, 1.08, 0.01)  0.69
O (0.85, 1.49, 0.15)  -0.37
N (1.98, 0.72, -0.11)  0.14
N (1.84, -0.52, -0.08)  0.00
N (0.70, -1.12, 0.13)  -0.39
C (-0.45, -0.45, -0.05)  0.49
O (-1.58, -0.97, -0.01)  -0.56
H (-1.42, -1.89, 0.02)  0.51

***

Relative energies with respect to the most stable structure, expressed in kJ/mol: arrangement 1 138.6; arrangement 2 212.2; arrangement 3 0.0.